Entry 1:
Density functional theory data (ωB97M-V/def2-TZVPD) for a molecular structure, C30H23Cl2MnOPS2Se2 in a non-equilibrium geometry.

XYZ file:
```
62
Properties=species:S:1:pos:R:3:forces:R:3:lowdin_charge:R:1
Mn -0.623972 -0.303590 -0.922652 0.4635 -0.3588 1.3646 -0.09
Cl -1.208339 0.517630 1.167896 0.0722 0.0014 0.3981 0.73
C -2.810968 -0.053311 1.506258 -0.6797 -0.2323 -0.0728 -0.61
C -3.287612 0.049658 2.799440 0.1826 0.0569 0.0028 -0.11
C -4.584707 -0.346791 3.068911 0.0166 -0.0006 0.0624 -0.09
C -5.383831 -0.820777 2.040496 -0.0920 -0.0177 -0.0427 -0.12
C -4.881716 -0.931419 0.755968 0.2356 0.0904 0.1818 -0.70
Cl -5.913428 -1.540151 -0.486353 -0.1170 -0.0872 -0.0680 0.67
C -3.558623 -0.574944 0.443752 0.2748 0.0224 0.0632 -0.71
S -2.901029 -0.814817 -1.152180 0.5634 -0.0016 -0.5602 0.60
H -2.641149 0.434969 3.576945 -0.0327 0.0174 0.0172 0.11
H -4.970534 -0.282782 4.076996 -0.0287 0.0190 -0.0162 0.10
H -6.409934 -1.108309 2.225856 0.0148 -0.0285 0.0054 0.10
Se 0.553988 0.362044 -2.907491 0.0343 0.1339 -0.6519 0.38
P 2.308466 0.864999 -1.679177 -0.0149 -0.1652 -0.1596 0.21
Se 1.871300 1.061064 0.407979 -0.2018 -0.0349 -0.2011 0.32
C 2.983586 2.412034 -2.377429 -0.1451 -0.1362 0.0915 -0.39
C 3.223415 3.502789 -1.553222 0.0717 -0.0029 0.0163 -0.11
C 3.638816 4.707695 -2.102576 0.0222 -0.0062 -0.0515 -0.08
C 3.819146 4.820014 -3.472588 0.0040 0.0468 0.0531 -0.08
C 3.598064 3.723849 -4.295298 0.0012 -0.0665 -0.0713 -0.08
C 3.169968 2.524052 -3.753118 0.0354 -0.0128 0.0469 -0.11
C 3.575973 -0.429292 -1.946315 -0.1500 0.1141 0.1227 -0.38
C 3.781027 -0.966090 -3.213927 -0.0059 0.0530 0.0384 -0.11
C 4.753782 -1.933487 -3.405174 0.0080 -0.0086 -0.0902 -0.08
C 5.510726 -2.384611 -2.333028 0.0167 -0.0065 0.0535 -0.08
C 5.292705 -1.866735 -1.065054 0.0255 -0.0192 -0.0417 -0.08
C 4.327189 -0.890053 -0.870970 0.0599 0.0274 -0.0285 -0.12
H 3.075619 3.409575 -0.485342 -0.0524 -0.0005 0.0004 0.05
H 3.810570 5.559269 -1.457470 0.0046 0.0092 -0.0070 0.10
H 4.120113 5.766058 -3.903918 0.0409 -0.0106 0.0049 0.10
H 3.747882 3.806848 -5.363949 -0.0283 0.0130 -0.0010 0.10
H 2.959133 1.679265 -4.396641 0.0046 0.0389 -0.0429 0.08
H 3.163537 -0.639499 -4.041276 0.0189 -0.0475 -0.0206 0.08
H 4.920429 -2.341073 -4.393953 -0.0253 -0.0104 -0.0002 0.10
H 6.268077 -3.142586 -2.486480 -0.0060 -0.0086 -0.0029 0.10
H 5.875730 -2.219199 -0.223816 -0.0003 -0.0131 -0.0023 0.10
H 4.150681 -0.483662 0.116059 -0.0135 0.0144 0.0130 0.05
O 0.525850 -2.011207 -0.328788 -0.5120 0.4001 -0.5559 -0.63
S 0.980433 -2.307559 1.077945 -0.2315 -0.5222 0.5138 0.99
C 1.769738 -3.918191 0.958018 0.1494 0.2766 -0.1052 -0.36
C 1.421102 -4.793339 -0.055340 -0.0437 -0.0252 -0.1343 -0.06
C 2.039851 -6.032007 -0.111865 0.0138 0.0068 0.0447 -0.06
C 2.997117 -6.376478 0.834151 0.0154 0.0030 0.0348 -0.07
C 3.347488 -5.481689 1.835022 0.0010 -0.0481 0.0273 -0.07
C 2.733251 -4.240182 1.899612 -0.0356 0.0984 0.0000 -0.08
C -0.494210 -2.924715 1.923013 0.0090 0.1477 -0.1063 -0.37
C -1.546868 -3.391852 1.155122 -0.0642 -0.0139 -0.1169 -0.08
C -2.690092 -3.860393 1.784494 -0.0021 0.0084 0.0379 -0.05
C -2.766776 -3.862901 3.169785 0.0003 0.0126 0.0038 -0.07
C -1.701340 -3.397549 3.928014 0.0187 -0.0258 0.0811 -0.08
C -0.556309 -2.921525 3.307783 0.0884 0.1021 -0.0384 -0.08
H 0.687252 -4.501194 -0.795288 0.0070 0.0300 0.0051 0.12
H 1.776027 -6.731553 -0.893571 -0.0060 0.0142 -0.0182 0.11
H 3.476745 -7.345345 0.790215 0.0056 0.0003 -0.0223 0.11
H 4.104159 -5.745903 2.561685 -0.0057 -0.0070 0.0051 0.11
H 2.999490 -3.526695 2.670601 0.0367 -0.0038 -0.0087 0.11
H -1.484768 -3.377663 0.075164 0.0025 0.0840 -0.0242 0.10
H -3.518728 -4.220871 1.188901 -0.0064 0.0307 -0.0043 0.12
H -3.659305 -4.225340 3.662539 -0.0095 0.0086 -0.0063 0.11
H -1.761119 -3.401391 5.008733 -0.0075 0.0113 -0.0076 0.11
H 0.273826 -2.549905 3.897155 -0.0016 0.0293 -0.0086 0.11
```
Positions in Å, forces in eV/Å.

LUMO (alpha / beta) in eV: 0.16 / 0.18
Maximum force in hartree/bohr: 0.029
E in hartree: -9244.2280
HOMO energy (alpha / beta) in eV: -7.5 / -7.7
Gap between HOMO and LUMO (alpha / beta) in Eh: 0.282 / 0.288
2S+1: 2
Charge: 0

***

Entry 2:
Density functional theory data (ωB97M-V/def2-TZVPD) for 2 unconnected molecules or ions with the total composition C4H12N3O.

XYZ file:
```
20
Properties=species:S:1:pos:R:3:forces:R:3:lowdin_charge:R:1
O -0.099803 -1.883854 0.998785 -0.3335 -0.2519 -0.2138 0.07
C 0.676212 -1.364326 1.747458 0.0546 0.4528 -0.2939 -0.25
C 0.608111 0.123636 2.057932 0.0424 -0.0565 0.3295 -0.21
N 1.714819 0.779049 1.322329 -0.1584 -0.3770 0.3301 -0.01
H 1.527461 -1.936308 2.151731 0.0555 0.0197 0.2335 0.13
H -0.350603 0.509472 1.720052 -0.0596 -0.0499 -0.0992 0.10
H 0.647984 0.270543 3.143035 0.1531 0.0544 -0.0476 0.12
H 1.759449 1.765474 1.555395 0.0443 -0.0071 0.0519 0.10
H 2.574385 0.357567 1.667691 0.1665 0.2651 -0.1840 0.10
C -2.494709 0.164722 -1.583413 -0.3594 0.3669 0.1313 -0.02
N -1.115360 0.475510 -1.233477 0.1330 -0.2055 0.1130 0.02
C -0.064018 -0.090060 -1.766846 -0.2487 0.3232 -0.0492 -0.16
N 1.176819 0.095296 -1.385847 -0.4197 -0.2252 0.4084 0.18
H -2.572118 -0.170955 -2.613659 0.0831 -0.0588 0.0106 0.10
H -3.053073 1.094687 -1.472131 -0.1090 -0.1470 -0.1672 0.10
H -2.921744 -0.570940 -0.901458 0.1348 -0.0693 -0.0898 0.10
H -1.010341 1.102902 -0.451976 0.2567 -0.0095 0.0826 0.15
H -0.261623 -0.714541 -2.631784 0.0827 -0.0350 0.0084 0.17
H 1.421965 0.431240 -0.400957 0.0360 -0.0597 -0.7013 0.09
H 1.836187 -0.439112 -1.922862 0.4454 0.0703 0.1469 0.13
```
Positions in Å, forces in eV/Å.

LUMO in eV: -2.90
Maximum force in hartree/bohr: 0.014
E in hartree: -398.8807
Energy above the lowest of the compared OMol25 structures with the same formula, charge and spin in kcal/mol: 22.96
HOMO energy in eV: -13.7
Gap between HOMO and LUMO in Eh: 0.396
Charge: +1

***

Q: Look up the E of the second one.
A: -398.8807 hartree

***

Q: Look up the charge of the first one.
A: 0